[1]
A 2-piece molecular cluster, C2H2Cl2OS overall in a non-equilibrium geometry. Source: the Open Molecules 2025 dataset; level of theory: ωB97M-V/def2-TZVPD.

The HOMO-LUMO gap (alpha / beta) comes out at 5.34 / 5.34 eV. As for the relative energy (zero: lowest compared OMol25 entry of this formula, charge and spin): 516.3 kJ/mol.

```
8
C2H2Cl2OS | the Open Molecules 2025 dataset | ωB97M-V/def2-TZVPD
C 1.3458 -0.1505 0.0893
C 0.4109 -0.9761 0.4892
O 2.6765 -0.3324 0.1727
S -3.4774 0.5996 0.0974
Cl 0.8924 1.5031 -0.2163
Cl -1.1650 -1.0989 0.1828
H 3.0802 0.5401 0.2278
H -3.7635 -0.0848 -1.0428
```


[2]
C27H32BrCaN2O5P as an isolated structure in a non-equilibrium geometry. Source: the Open Molecules 2025 dataset; level of theory: ωB97M-V/def2-TZVPD.

The HOMO-LUMO gap comes out at 7.57 eV. As for the relative energy (zero: lowest compared OMol25 entry of this formula, charge and spin): 0.0 kJ/mol.

```
69
C27H32BrCaN2O5P | the Open Molecules 2025 dataset | ωB97M-V/def2-TZVPD
Ca -0.9235 0.9832 -0.2647
O -0.4101 0.4561 6.0375
C -0.5430 0.6182 4.7071
C -1.4729 -0.0784 3.9489
C -1.5187 0.1544 2.5897
N -0.6935 1.0255 1.9998
C 0.1547 1.7323 2.7507
C 0.2840 1.5646 4.1024
C 0.8275 2.8698 2.0253
O 1.4363 3.7448 2.5346
O 0.5664 2.8210 0.6430
C -2.5599 -0.5243 1.6752
O -3.2667 -1.3780 2.1803
O -2.5497 -0.0830 0.4569
H -1.0335 -0.2082 6.3505
H -2.1681 -0.7923 4.3764
H 0.9777 2.1599 4.6810
C -3.1183 6.7408 -0.9948
C -2.0638 5.7385 -0.5904
C -0.7365 6.0925 -0.3824
C 0.1968 5.1476 0.0110
C -0.2638 3.8678 0.1764
Br -0.0389 1.9049 -2.5990
N -1.5038 3.4785 -0.0311
C -2.3892 4.4027 -0.4068
H -2.6756 7.7168 -1.1905
H -3.8636 6.8632 -0.2071
H -3.6437 6.4217 -1.8963
H -0.4243 7.1205 -0.5340
H 1.2370 5.3854 0.1844
H -3.3999 4.0508 -0.5872
C 0.6214 -4.5295 -0.5363
C -0.0750 -3.2991 0.0446
C -1.5667 -3.3999 -0.3113
C 0.0536 -3.2970 1.5755
P 0.5307 -1.6338 -0.6087
C 0.4051 -1.9305 -2.4186
C 1.3749 -2.5536 -3.2040
C 1.1752 -2.7600 -4.5631
C -0.0109 -2.3572 -5.1621
C -0.9950 -1.7533 -4.3939
C -0.7825 -1.5414 -3.0395
C 2.3363 -1.3463 -0.1950
C 2.3251 -0.6260 1.1668
C 2.8917 -0.3387 -1.2130
C 3.2638 -2.5537 -0.0924
H 0.0707 -5.4178 -0.2055
H 1.6505 -4.6394 -0.2000
H 0.6084 -4.5252 -1.6287
H -1.9667 -4.3076 0.1545
H -1.7144 -3.4889 -1.3879
H -2.1543 -2.5570 0.0522
H -0.3983 -4.2113 1.9765
H -0.4753 -2.4509 2.0253
H 1.0952 -3.2733 1.9045
H 2.3031 -2.8893 -2.7611
H 1.9478 -3.2405 -5.1529
H -0.1640 -2.5088 -6.2249
H -1.9215 -1.4283 -4.8499
H -1.5641 -1.0670 -2.4600
H 1.8288 0.3427 1.0873
H 3.3567 -0.4430 1.4914
H 1.8227 -1.1985 1.9478
H 2.2236 0.5148 -1.3609
H 3.0645 -0.7794 -2.1916
H 3.8517 0.0394 -0.8378
H 3.0068 -3.1995 0.7471
H 4.2831 -2.1869 0.0755
H 3.2780 -3.1614 -0.9966
```


[3]
C3H4CeO4 as an isolated structure in a non-equilibrium geometry. Source: the Open Molecules 2025 dataset; level of theory: ωB97M-V/def2-TZVPD.

The HOMO-LUMO gap (alpha / beta) comes out at 6.77 / 6.80 eV. As for the relative energy (zero: lowest compared OMol25 entry of this formula, charge and spin): 0.0 kJ/mol. Its charge is +1. The spin multiplicity is 2.

```
12
C3H4CeO4 | the Open Molecules 2025 dataset | ωB97M-V/def2-TZVPD
C -0.2092 1.8750 0.1154
C 0.9091 1.1748 -0.2669
O -1.1451 -2.7235 -1.8854
C -0.6994 -2.6687 -0.7211
O 0.5615 -2.9155 -0.4292
O -1.2725 -1.9931 0.2517
O -0.3453 2.6146 1.1833
H -1.1716 1.6952 -0.3750
H 1.1317 0.6016 -1.1704
H 1.8664 1.5337 0.1302
Ce 0.7016 -1.2386 1.1264
H -0.3272 2.0444 2.0409
```


[4]
A 2-piece molecular cluster, C5H14NS overall in a non-equilibrium geometry. Source: the Open Molecules 2025 dataset; level of theory: ωB97M-V/def2-TZVPD.

The HOMO-LUMO gap comes out at 9.25 eV. As for the relative energy (zero: lowest compared OMol25 entry of this formula, charge and spin): 246.9 kJ/mol. Its charge is +1.

```
21
C5H14NS | the Open Molecules 2025 dataset | ωB97M-V/def2-TZVPD
C -1.8546 -0.2936 -0.6747
C -0.5416 -2.4090 -0.7704
C 1.4857 2.3298 1.2046
C -0.5855 -1.0125 -0.1966
C 0.5973 -0.2802 -0.5139
N 0.5687 1.1379 1.4032
S 0.5765 0.6947 -1.9255
H -1.8300 -0.0785 -1.6934
H -2.8006 -0.8240 -0.5738
H -2.0054 0.6268 -0.0288
H -0.0383 -2.4827 -1.7577
H -1.5810 -2.6917 -1.1139
H -0.0312 -3.1480 -0.1330
H 1.1105 2.9515 0.4103
H 1.4147 3.1477 1.9333
H 2.5351 1.8822 0.9478
H -0.6859 -1.1113 0.8899
H 1.5958 -0.3351 -0.0990
H 0.6540 0.5694 2.2462
H -0.3418 1.4969 1.4430
H 1.9003 1.0597 -1.9854
```


[5]
A 3-piece molecular cluster, C2H6N4O2 overall in a non-equilibrium geometry. Source: the Open Molecules 2025 dataset; level of theory: ωB97M-V/def2-TZVPD.

The HOMO-LUMO gap comes out at 8.10 eV. As for the relative energy (zero: lowest compared OMol25 entry of this formula, charge and spin): 1005.2 kJ/mol.

```
14
C2H6N4O2 | the Open Molecules 2025 dataset | ωB97M-V/def2-TZVPD
C 1.2712 1.0982 -0.0312
C -1.2215 0.3387 0.1279
H 1.0035 -1.2189 0.8886
H 3.7855 -1.1891 0.6130
H 1.2014 2.1218 -0.2426
H 0.4585 -1.0155 -0.5256
H -1.6314 -1.6609 -0.0073
H -3.1827 0.6826 -0.7729
N 2.5353 -0.7254 -0.0387
N 2.4645 0.6910 -0.1829
N 0.1532 0.0653 -0.1373
N -2.0586 -0.6240 0.2835
O -1.4343 1.5904 0.3097
O -3.3446 -0.1540 -0.2842
```


[6]
A 2-piece molecular cluster, C2H3FS overall in a non-equilibrium geometry. Source: the Open Molecules 2025 dataset; level of theory: ωB97M-V/def2-TZVPD.

The HOMO-LUMO gap comes out at 9.11 eV. As for the relative energy (zero: lowest compared OMol25 entry of this formula, charge and spin): 194.6 kJ/mol.

```
7
C2H3FS | the Open Molecules 2025 dataset | ωB97M-V/def2-TZVPD
C 0.7527 -0.1203 -0.1013
C -0.7065 -0.1968 -0.0165
F 1.1136 1.8647 -0.1013
S 2.1356 -0.7872 0.0045
H -1.2618 0.5250 -0.6624
H -0.8561 -0.0109 1.1173
H -1.1775 -1.2745 -0.2403
```


[7]
C32H48P2Pd as an isolated structure in a non-equilibrium geometry. Source: the Open Molecules 2025 dataset; level of theory: ωB97M-V/def2-TZVPD.

The HOMO-LUMO gap (alpha / beta) comes out at 5.28 / 5.26 eV. Its charge is +2. The spin multiplicity is 5.

```
83
C32H48P2Pd | the Open Molecules 2025 dataset | ωB97M-V/def2-TZVPD
Pd 0.4004 -1.6403 -0.0011
C -0.3024 -2.8302 1.6981
C 1.1073 -3.1134 1.4232
C 0.9750 -1.6773 3.2255
C -0.3422 -1.9259 2.8143
C 1.8667 -2.3410 2.3813
C -1.4354 -3.6892 1.2772
H -1.1835 -4.2437 0.3697
H -2.3241 -3.0697 1.0966
H -1.6854 -4.4080 2.0721
C -1.5585 -1.3760 3.4482
H -2.4580 -1.7630 2.9609
H -1.5439 -0.2855 3.3264
H -1.6056 -1.6087 4.5243
C 1.3609 -0.7622 4.3298
H 0.6805 -0.8462 5.1903
H 1.3142 0.2708 3.9595
H 2.3837 -0.9374 4.6663
C 3.3357 -2.3576 2.5125
H 3.6808 -2.8385 3.4422
H 3.7220 -1.3296 2.5135
H 3.7781 -2.8766 1.6601
C 1.5837 -4.3825 0.8294
H 1.5928 -5.1764 1.5938
H 2.6059 -4.2738 0.4497
H 0.9346 -4.6999 0.0098
C -1.4500 0.2629 -4.6033
C -1.5979 -1.0601 -4.8192
C -0.6836 -1.9752 -5.5697
C 0.8017 -1.5984 -5.4536
C 1.1762 -1.1861 -4.0513
C 1.3741 0.0908 -3.7076
C 0.9842 1.2610 -4.6118
C -0.4527 1.2285 -5.2018
H -0.9609 -2.0375 -6.6312
H 1.0370 -0.8018 -6.1759
H -0.8346 -2.9914 -5.1801
H -0.3998 1.1109 -6.2983
H -2.2642 0.7662 -4.0620
H -2.5609 -1.5148 -4.5487
H -0.9030 2.2279 -5.0478
H 1.0705 2.2073 -4.0441
H 1.9498 0.3682 -2.8046
H 1.7084 1.3836 -5.4428
H 1.4195 -2.4699 -5.7253
H 1.2905 -2.0046 -3.3301
P -1.1936 0.0182 -0.4427
P 1.5304 2.0738 0.2075
C -0.6698 1.3832 -1.6084
C 0.3565 2.4446 -1.1435
H -1.6019 1.8934 -1.9130
H -0.3052 0.8441 -2.4918
H 0.9778 2.7684 -1.9972
H -0.1967 3.3507 -0.8358
C 2.2495 3.6592 0.6683
H 3.2185 3.4841 1.1483
H 1.6159 4.1969 1.3831
H 2.4077 4.3069 -0.2049
C 2.7812 0.9075 -0.2783
H 3.3003 1.2303 -1.1872
H 2.2939 -0.0703 -0.4280
H 3.4908 0.8039 0.5495
C -2.7789 0.6863 0.1705
H -3.4140 -0.1718 0.3950
H -3.2579 1.2952 -0.6053
H -2.6285 1.2898 1.0680
C -1.8085 -1.3226 -1.5490
H -1.1586 -2.2201 -1.5553
H -1.8689 -0.9469 -2.5694
H -2.7952 -1.6200 -1.1842
C 0.5753 1.2362 1.4335
C -0.1098 1.5167 2.4440
C -0.9116 2.3575 3.2490
C -1.3655 3.5916 2.7099
C -2.0278 4.5042 3.5137
C -2.2389 4.2191 4.8616
C -1.8442 2.9858 5.3997
C -1.1540 2.0763 4.6067
H -1.1683 3.8005 1.6515
H -2.3489 5.4682 3.1071
H -2.7330 4.9598 5.4840
H -2.0298 2.7693 6.4529
H -0.7756 1.1447 5.0259
```


[8]
C25H21BrClIrN6O4S as an isolated structure in a non-equilibrium geometry. Source: the Open Molecules 2025 dataset; level of theory: ωB97M-V/def2-TZVPD.

The HOMO-LUMO gap comes out at 5.30 eV. As for the relative energy (zero: lowest compared OMol25 entry of this formula, charge and spin): 0.0 kJ/mol. Its charge is +2.

```
60
C25H21BrClIrN6O4S | the Open Molecules 2025 dataset | ωB97M-V/def2-TZVPD
Ir 0.4101 -0.1491 0.3513
Br -0.2890 -4.0114 6.6202
C -0.5060 -3.1732 4.9637
C 0.4086 -2.2194 4.5440
C 0.2441 -1.6105 3.3113
C -0.8363 -1.9316 2.5069
C -1.7470 -2.9034 2.9251
C -1.5802 -3.5211 4.1488
N -0.9919 -1.2389 1.2511
C -2.1303 -1.2306 0.6445
C -2.2255 -0.4605 -0.5920
C -3.3109 -0.4526 -1.4429
C -3.2237 0.2714 -2.6245
C -2.0560 0.9582 -2.9046
C -0.9964 0.9286 -2.0123
N -1.0884 0.2346 -0.8674
H 1.2474 -1.9541 5.1728
H 0.9758 -0.8787 2.9971
H -2.5765 -3.2240 2.3122
H -2.2797 -4.2799 4.4707
H -2.9990 -1.7273 1.0494
H -4.1969 -1.0186 -1.1886
H -4.0540 0.2886 -3.3176
H -1.9459 1.5280 -3.8166
H -0.0766 1.4637 -2.1864
O 3.2692 0.4214 -1.8886
Cl 2.9624 1.1062 -0.6470
O 1.2987 -1.4444 -1.4864
O 2.9070 0.1251 0.4722
O 1.4525 1.4549 -0.6741
N -0.7691 3.0748 2.6074
C -0.8836 2.1528 1.6549
N 0.1156 1.2868 1.6956
C 0.9681 1.6911 2.7495
C 2.1642 1.1776 3.2586
C 2.7174 1.8306 4.3376
C 2.1175 2.9660 4.9118
C 0.9433 3.4824 4.4167
C 0.3891 2.8189 3.3256
H -1.4162 3.8324 2.7610
H -1.6928 2.1284 0.9434
H 2.6667 0.3300 2.8183
H 3.6485 1.4663 4.7502
H 2.5928 3.4436 5.7576
H 0.4765 4.3568 4.8500
N 5.2192 -5.7933 -0.3818
C 5.0881 -4.5066 -0.7383
S 6.2399 -3.5966 -1.4520
C 3.7677 -3.8982 -0.3664
C 3.1726 -2.9842 -1.2224
C 2.0170 -2.3930 -0.7680
N 1.4495 -2.5775 0.3971
C 2.0045 -3.4943 1.2072
C 3.1487 -4.1787 0.8566
H 6.0828 -6.2646 -0.6010
H 4.4403 -6.3474 -0.0694
H 3.6221 -2.7372 -2.1745
H 1.9393 -0.8867 -1.9794
H 1.5151 -3.6691 2.1548
H 3.5794 -4.8877 1.5504
```


[9]
One molecule with the formula C3H5N3 in a non-equilibrium geometry. Source: the Open Molecules 2025 dataset; level of theory: ωB97M-V/def2-TZVPD.

The HOMO-LUMO gap comes out at 10.59 eV. As for the relative energy (zero: lowest compared OMol25 entry of this formula, charge and spin): 143.1 kJ/mol.

```
11
C3H5N3 | the Open Molecules 2025 dataset | ωB97M-V/def2-TZVPD
C -1.6976 -0.2941 0.0533
C -0.1955 -0.1473 0.0939
N 0.5623 -1.0373 0.7869
N 1.7964 -0.7250 0.6666
N 1.9133 0.3715 -0.0723
C 0.6563 0.7762 -0.4775
H -2.1691 0.6353 -0.2558
H -2.0563 -1.0688 -0.6349
H -2.1162 -0.5568 1.0297
H 2.9296 0.4177 -0.1200
H 0.3768 1.6286 -1.0697
```


no.,DFT total energy (hartree),molar mass (g/mol)
1,-1471.017224,145.01
2,-5126.968364,615.52
3,-892.489934,244.18
4,-651.518477,120.24
5,-448.938316,118.10
6,-575.953878,78.11
7,-2057.918677,601.10
8,-5130.816674,809.12
9,-281.535536,83.09